Molecular formula: C10H40O10
Method: DFT, ωB97M-V with the def2-TZVPD basis set

Geometry (Å):
C  0.086  1.728  4.340
O  0.656  1.547  3.042
H  -0.881  1.248  4.404
H  0.763  1.374  5.154
H  -0.029  2.780  4.564
H  -0.041  1.672  2.356
C  4.029  -0.204  3.610
O  3.304  0.326  2.500
H  4.813  -0.881  3.284
H  4.585  0.605  4.122
H  3.445  -0.703  4.381
H  2.510  0.712  2.922
C  -4.130  -2.643  -1.222
O  -2.976  -2.118  -0.556
H  -4.291  -3.707  -1.009
H  -4.991  -2.051  -0.851
H  -4.082  -2.561  -2.297
H  -2.159  -2.357  -1.068
C  -2.914  0.695  -2.016
O  -2.757  0.588  -0.630
H  -2.139  0.151  -2.564
H  -3.813  0.342  -2.404
H  -2.842  1.750  -2.288
H  -3.138  -0.293  -0.414
C  -2.441  3.660  1.803
O  -1.743  2.457  1.476
H  -2.037  4.097  2.712
H  -2.259  4.349  1.013
H  -3.502  3.550  1.917
H  -2.141  2.028  0.727
C  -0.097  -3.908  -2.902
O  -0.732  -2.758  -2.307
H  0.614  -3.650  -3.702
H  0.585  -4.455  -2.227
H  -0.874  -4.616  -3.283
H  -0.059  -2.209  -1.898
C  0.867  0.726  -2.206
O  0.849  1.380  -0.999
H  -0.073  0.118  -2.327
H  0.881  1.432  -3.045
H  1.683  0.078  -2.436
H  1.310  0.706  -0.436
C  0.877  -1.281  1.111
O  2.046  -0.806  0.478
H  0.743  -0.609  2.035
H  -0.018  -1.152  0.509
H  0.945  -2.277  1.505
H  2.502  -0.201  1.048
C  -0.184  4.855  -1.847
O  1.117  5.287  -1.381
H  -0.207  4.016  -2.527
H  -0.723  4.443  -0.977
H  -0.599  5.695  -2.396
H  1.472  4.624  -0.772
C  3.080  -3.543  -1.011
O  2.481  -4.733  -0.495
H  4.151  -3.756  -1.126
H  2.790  -3.426  -2.066
H  2.932  -2.597  -0.360
H  2.755  -5.522  -0.966

Forces on atoms 1 to 3 (eV/Å):
0.5 0.2 0.2
-0.1 -0.2 0.1
-0.2 -0.2 0.2

Values from the calculation:
Structure (SMILES): CO.CO.CO.CO.CO.CO.CO.CO.CO.CO
Energy relative to the best compared isomer or geometry (same formula, charge and spin), eV: 4.026
Total charge: 0